(1)
DFT (ωB97M-V/def2-TZVPD) results for a single C15H37BClNO6P2 molecule in a non-equilibrium geometry.

CARTESIAN COORDINATES (ANGSTROEM)
1 C 0.271 -5.471 1.122
2 C 0.680 -3.900 0.849
3 C 2.165 -3.731 0.102
4 C 2.560 -2.142 0.238
5 N 2.873 -1.437 -1.050
6 P 1.688 -0.202 -1.521
7 Cl 0.427 -1.802 -2.161
8 C 0.231 0.422 -0.462
9 C -1.165 0.710 -1.267
10 P -2.705 -0.197 -0.498
11 O -2.660 -1.704 -1.021
12 O -2.485 -0.187 1.231
13 C -3.148 -1.336 1.872
14 C -4.794 -1.153 1.752
15 O -4.222 0.477 -1.037
16 C -4.196 1.947 -1.081
17 C -3.851 2.637 0.390
18 C 1.782 0.331 -3.394
19 B 1.265 1.858 -3.677
20 O -0.032 1.990 -4.430
21 O 1.939 3.121 -3.330
22 O 2.715 1.142 -1.171
23 C 3.213 1.174 0.204
24 C 3.322 2.746 0.736
25 C 2.070 3.203 1.698
26 C 1.924 2.319 3.086
27 H -0.727 -5.584 1.734
28 H 1.114 -5.999 1.780
29 H 0.109 -6.079 0.119
30 H -0.180 -3.335 0.280
31 H 0.750 -3.389 1.922
32 H 2.900 -4.439 0.681
33 H 1.984 -4.029 -1.017
34 H 1.741 -1.609 0.913
35 H 3.557 -2.110 0.894
36 H 3.865 -1.153 -1.160
37 H -0.012 -0.453 0.314
38 H 0.447 1.368 0.196
39 H -1.411 1.870 -1.117
40 H -1.129 0.545 -2.423
41 H -2.870 -1.274 3.029
42 H -2.771 -2.387 1.508
43 H -5.171 -1.688 0.757
44 H -5.076 -0.010 1.723
45 H -5.308 -1.645 2.692
46 H -5.291 2.299 -1.356
47 H -3.503 2.338 -1.951
48 H -2.689 2.886 0.453
49 H -4.461 3.657 0.413
50 H -4.237 2.000 1.299
51 H 1.264 -0.499 -4.054
52 H 2.943 0.304 -3.657
53 H -0.693 2.521 -3.897
54 H 1.345 3.587 -2.641
55 H 2.609 0.545 0.983
56 H 4.324 0.743 0.191
57 H 3.276 3.433 -0.237
58 H 4.378 2.985 1.228
59 H 1.070 3.265 1.071
60 H 2.293 4.326 2.035
61 H 1.580 2.965 4.011
62 H 2.960 1.780 3.257
63 H 1.150 1.450 2.846

Calculated values
SMILES string   CCCCNP(Cl)(CCP(=O)(OCC)OCC)(CB(O)O)OCCCC
Molar mass   435.7 g mol⁻¹
Max |F|   6.11 eV/A
Charge   0
Frontier orbital gap   0.334 Ha


(2)
DFT (ωB97M-V/def2-TZVPD) results for 3 unconnected molecules or ions with the total composition C15H37BF3O8P2 in a non-equilibrium geometry.

CARTESIAN COORDINATES (ANGSTROEM)
1 B 0.846 4.897 -5.774
2 C 2.113 3.843 -5.904
3 C 3.270 4.054 -4.900
4 C 3.050 3.376 -3.578
5 F 4.115 3.582 -2.734
6 F 2.969 2.030 -3.734
7 F 1.975 3.792 -2.900
8 H 0.619 5.222 -4.616
9 H -0.163 4.292 -6.157
10 H 0.955 5.875 -6.512
11 H 1.727 2.833 -5.743
12 H 2.562 3.838 -6.901
13 H 4.153 3.543 -5.302
14 H 3.555 5.095 -4.763
15 O -1.335 1.374 -2.486
16 P -1.425 -0.102 -2.489
17 O -2.262 -0.477 -1.117
18 C -3.365 0.320 -0.697
19 C -4.689 -0.212 -1.215
20 O 0.085 -0.499 -2.053
21 C 1.140 0.475 -2.035
22 C 1.265 1.110 -0.665
23 O -1.525 -1.582 -3.154
24 C -2.771 -2.188 -3.480
25 C -3.492 -1.473 -4.606
26 H -3.240 1.363 -0.994
27 H -3.374 0.294 0.394
28 H -4.716 -0.199 -2.307
29 H -5.515 0.398 -0.848
30 H -4.851 -1.241 -0.887
31 H 0.991 1.221 -2.807
32 H 2.063 -0.051 -2.280
33 H 0.302 1.470 -0.300
34 H 1.965 1.946 -0.694
35 H 1.629 0.378 0.061
36 H -3.394 -2.276 -2.587
37 H -2.539 -3.208 -3.790
38 H -3.623 -0.410 -4.386
39 H -4.473 -1.920 -4.776
40 H -2.919 -1.546 -5.531
41 O 1.357 -1.126 3.382
42 P 0.560 -1.319 4.613
43 O 0.358 -2.943 4.755
44 C 1.386 -3.852 4.377
45 C 2.284 -4.226 5.543
46 O -0.920 -0.840 4.172
47 C -1.145 -0.166 2.926
48 C -1.502 -1.141 1.826
49 O 0.168 -0.955 6.143
50 C 0.900 -1.453 7.258
51 C 2.307 -0.892 7.332
52 H 1.986 -3.458 3.556
53 H 0.886 -4.749 4.008
54 H 2.801 -3.348 5.936
55 H 3.036 -4.950 5.228
56 H 1.705 -4.667 6.357
57 H -0.283 0.439 2.652
58 H -1.976 0.523 3.090
59 H -0.794 -1.967 1.766
60 H -1.532 -0.639 0.860
61 H -2.485 -1.582 2.015
62 H 0.896 -2.544 7.256
63 H 0.344 -1.149 8.145
64 H 2.854 -1.062 6.400
65 H 2.858 -1.352 8.152
66 H 2.278 0.184 7.502

Calculated values
Molar mass   475.2 g mol⁻¹
Max |F|   6.85 eV/A
Charge   -1
Frontier orbital gap   0.233 Ha


(3)
DFT (ωB97M-V/def2-TZVPD) results for 9 unconnected molecules or ions with the total composition C15H37N7O18 in a non-equilibrium geometry.

CARTESIAN COORDINATES (ANGSTROEM)
1 C 1.077 5.238 3.216
2 N 2.271 6.063 3.531
3 O 3.399 5.630 3.287
4 O 2.137 7.078 4.145
5 H 0.342 5.923 2.793
6 H 0.755 4.765 4.144
7 H 1.336 4.574 2.391
8 C 6.478 -1.378 -4.437
9 N 5.592 -1.833 -3.290
10 O 4.454 -1.401 -3.236
11 O 6.116 -2.531 -2.441
12 H 5.938 -0.665 -5.060
13 H 6.929 -2.266 -4.881
14 H 7.385 -0.892 -4.079
15 C 1.869 -2.130 4.354
16 N 1.810 -3.557 3.957
17 O 2.745 -3.952 3.319
18 O 0.798 -4.246 4.198
19 H 1.463 -2.042 5.362
20 H 1.386 -1.505 3.602
21 H 2.915 -1.854 4.483
22 C -0.243 -5.793 -2.341
23 N 0.392 -4.511 -1.831
24 O 0.726 -3.721 -2.673
25 O 0.517 -4.430 -0.631
26 H -0.719 -5.695 -3.317
27 H -0.921 -6.027 -1.521
28 H 0.611 -6.459 -2.215
29 C -2.303 -2.415 0.446
30 N -3.598 -3.231 0.405
31 O -3.661 -4.282 1.056
32 O -4.455 -2.917 -0.390
33 H -2.451 -1.819 1.346
34 H -2.184 -1.859 -0.484
35 H -1.544 -3.149 0.716
36 C -2.160 0.869 3.428
37 N -1.032 0.974 4.378
38 O -0.601 -0.032 4.933
39 O -0.571 2.101 4.523
40 H -2.277 -0.182 3.162
41 H -1.938 1.502 2.568
42 H -3.034 1.195 3.991
43 C 2.177 1.763 -3.770
44 N 0.821 2.250 -4.236
45 O -0.164 1.686 -3.784
46 O 0.747 3.075 -5.174
47 H 2.113 0.678 -3.685
48 H 2.307 2.133 -2.753
49 H 2.959 2.232 -4.367
50 O -3.228 1.085 0.227
51 C -3.880 2.103 -0.014
52 O -4.995 2.122 -0.788
53 C -5.412 0.833 -1.373
54 C -4.669 0.514 -2.644
55 C -3.491 3.480 0.514
56 H -6.457 1.010 -1.627
57 H -5.438 -0.024 -0.701
58 H -4.888 1.115 -3.526
59 H -5.046 -0.458 -2.963
60 H -3.618 0.345 -2.409
61 H -2.849 3.824 -0.297
62 H -2.899 3.356 1.421
63 H -4.318 4.183 0.620
64 O 0.699 -1.325 0.915
65 C 1.292 -0.890 -0.029
66 O 1.141 0.305 -0.700
67 C -0.030 1.174 -0.406
68 C 0.334 2.000 0.853
69 C 2.493 -1.599 -0.544
70 H -0.953 0.622 -0.228
71 H -0.116 1.856 -1.252
72 H -0.394 2.794 1.021
73 H 1.321 2.463 0.870
74 H 0.220 1.335 1.709
75 H 3.256 -0.823 -0.611
76 H 2.315 -2.170 -1.456
77 H 2.899 -2.187 0.279

Calculated values
SMILES string   C[N+](=O)[O-].C[N+](=O)[O-].C[N+](=O)[O-].C[N+](=O)[O-].C[N+](=O)[O-].C[N+](=O)[O-].C[N+](=O)[O-].CCOC(C)=O.CCOC(C)=O
Molar mass   603.5 g mol⁻¹
Max |F|   2.57 eV/A
Charge   0
Energy above the lowest of the compared OMol25 structures with the same formula, charge and spin   126.9 kJ/mol
Frontier orbital gap   0.376 Ha


(4)
DFT (ωB97M-V/def2-TZVPD) results for a molecular structure, C15H38Br2N2OSi2 in a non-equilibrium geometry.

CARTESIAN COORDINATES (ANGSTROEM)
1 C -4.261 -5.372 -0.508
2 C -3.207 -4.122 -0.632
3 Br -3.851 -2.215 -0.328
4 C -1.750 -4.332 -0.985
5 Br -0.934 -6.158 -1.309
6 Si -0.549 -2.790 -1.177
7 O 0.913 -3.335 -2.054
8 Si 1.499 -1.998 -3.037
9 H -3.792 -6.435 -0.673
10 H -4.824 -5.400 0.517
11 H -5.053 -5.230 -1.387
12 H -0.205 -2.196 0.135
13 H -1.171 -1.792 -2.085
14 H 2.935 -2.127 -3.389
15 H 1.331 -0.777 -2.211
16 H 0.718 -1.785 -4.276
17 C -1.251 1.683 -0.647
18 C -2.160 2.901 -0.775
19 N -3.578 2.583 -0.970
20 C -4.388 3.757 -1.316
21 C -4.520 4.857 -0.266
22 C -4.183 1.687 0.019
23 C -4.164 2.137 1.476
24 H -1.320 1.043 -1.535
25 H -0.210 2.007 -0.547
26 H -1.487 1.083 0.236
27 H -1.804 3.475 -1.640
28 H -2.009 3.539 0.104
29 H -5.392 3.431 -1.611
30 H -3.963 4.206 -2.223
31 H -5.222 4.580 0.522
32 H -4.918 5.764 -0.736
33 H -3.564 5.121 0.191
34 H -3.684 0.713 -0.045
35 H -5.220 1.472 -0.269
36 H -3.210 2.585 1.769
37 H -4.330 1.273 2.130
38 H -4.963 2.847 1.688
39 C 4.687 0.419 3.663
40 C 4.158 -0.552 2.611
41 N 3.720 0.084 1.365
42 C 3.010 -0.837 0.469
43 C 3.802 -2.007 -0.111
44 C 4.694 0.957 0.705
45 C 6.021 0.335 0.285
46 H 3.930 1.165 3.930
47 H 4.952 -0.130 4.572
48 H 5.589 0.940 3.328
49 H 3.305 -1.075 3.061
50 H 4.926 -1.312 2.426
51 H 2.566 -0.270 -0.357
52 H 2.153 -1.249 1.016
53 H 4.456 -1.687 -0.925
54 H 3.108 -2.741 -0.536
55 H 4.402 -2.523 0.641
56 H 4.907 1.803 1.369
57 H 4.230 1.423 -0.174
58 H 6.431 -0.339 1.042
59 H 6.763 1.125 0.119
60 H 5.930 -0.210 -0.655

Calculated values
Molar mass   478.5 g mol⁻¹
Max |F|   5.21 eV/A
Charge   0
Frontier orbital gap   0.295 Ha


(5)
DFT (ωB97M-V/def2-TZVPD) results for a molecular structure, C15H38Cl2N2O5 in a non-equilibrium geometry.

CARTESIAN COORDINATES (ANGSTROEM)
1 Cl -29.274 -11.527 43.174
2 C -30.162 -11.153 41.689
3 C -29.862 -9.722 41.343
4 Cl -30.963 -9.261 39.998
5 H -31.237 -11.274 41.826
6 H -29.890 -11.946 40.992
7 H -28.835 -9.488 41.061
8 H -30.215 -9.188 42.225
9 C -32.251 -8.020 38.953
10 O -32.482 -6.914 38.086
11 H -31.218 -8.364 38.891
12 H -32.506 -7.736 39.973
13 H -32.794 -8.891 38.585
14 H -33.324 -7.082 37.656
15 C -36.341 -3.831 38.465
16 O -36.269 -5.232 38.302
17 C -35.328 -5.882 39.137
18 C -35.193 -7.438 38.708
19 N -34.192 -7.689 37.590
20 C -34.189 -9.029 36.997
21 C -35.320 -9.168 35.933
22 O -34.835 -8.343 34.830
23 C -35.583 -8.662 33.670
24 H -37.144 -3.387 37.877
25 H -35.411 -3.388 38.107
26 H -36.524 -3.546 39.501
27 H -35.785 -5.909 40.126
28 H -34.376 -5.355 39.197
29 H -36.196 -7.750 38.416
30 H -34.905 -7.996 39.599
31 H -34.250 -6.987 36.867
32 H -34.272 -9.890 37.660
33 H -33.216 -9.044 36.505
34 H -36.271 -8.732 36.240
35 H -35.376 -10.238 35.734
36 H -35.101 -8.187 32.816
37 H -36.602 -8.281 33.745
38 H -35.595 -9.733 33.465
39 C -33.247 -9.520 41.247
40 O -33.168 -8.721 42.466
41 C -34.112 -7.647 42.506
42 C -34.371 -7.231 43.953
43 N -33.172 -6.593 44.583
44 C -33.303 -6.390 46.030
45 C -32.009 -6.007 46.672
46 O -30.917 -6.517 45.899
47 C -29.639 -6.089 46.461
48 H -33.210 -8.935 40.328
49 H -34.204 -10.042 41.250
50 H -32.456 -10.261 41.129
51 H -35.089 -7.988 42.163
52 H -33.772 -6.835 41.863
53 H -34.464 -8.155 44.524
54 H -35.210 -6.537 44.004
55 H -32.331 -7.109 44.365
56 H -33.663 -7.304 46.503
57 H -34.036 -5.597 46.180
58 H -31.972 -6.422 47.679
59 H -32.013 -4.924 46.793
60 H -29.663 -6.341 47.521
61 H -29.516 -5.010 46.371
62 H -28.833 -6.618 45.952

Calculated values
Molar mass   397.4 g mol⁻¹
Max |F|   13.85 eV/A
Charge   0
Energy above the lowest of the compared OMol25 structures with the same formula, charge and spin   1400.7 kJ/mol
Frontier orbital gap   0.298 Ha


(6)
DFT (ωB97M-V/def2-TZVPD) results for a molecular structure, C15H38N10RhS.

CARTESIAN COORDINATES (ANGSTROEM)
1 Rh 0.904 0.035 0.631
2 N 1.604 2.165 -0.044
3 C 3.053 2.474 -0.104
4 C 3.806 1.218 -0.435
5 N 3.465 0.117 0.490
6 C 3.944 0.345 1.866
7 C 3.136 -0.455 2.856
8 N 1.704 -0.053 2.765
9 C 3.972 -1.163 -0.059
10 C 2.960 -1.765 -0.994
11 N 1.682 -1.854 -0.264
12 H 1.187 2.262 -0.966
13 H 1.124 2.844 0.538
14 H 3.357 2.895 0.851
15 H 3.269 3.228 -0.859
16 H 4.882 1.413 -0.420
17 H 3.548 0.895 -1.445
18 H 3.859 1.403 2.109
19 H 5.002 0.082 1.954
20 H 3.520 -0.289 3.861
21 H 3.199 -1.524 2.661
22 H 1.598 0.878 3.163
23 H 1.142 -0.678 3.338
24 H 4.169 -1.856 0.761
25 H 4.920 -1.005 -0.577
26 H 3.295 -2.747 -1.325
27 H 2.812 -1.155 -1.885
28 H 1.769 -2.480 0.536
29 H 0.914 -2.246 -0.812
30 C -0.775 -0.063 -2.056
31 N -1.603 1.117 -1.851
32 C -2.195 1.706 -3.064
33 C -1.724 1.652 -0.626
34 N -0.892 1.277 0.351
35 N -2.682 2.572 -0.386
36 C -4.086 2.319 -0.753
37 C -2.492 3.594 0.642
38 H -0.565 -0.164 -3.117
39 H -1.256 -0.977 -1.701
40 H 0.193 0.034 -1.544
41 H -1.424 1.777 -3.829
42 H -2.564 2.704 -2.860
43 H -3.008 1.092 -3.449
44 H -1.120 1.710 1.237
45 H -4.174 1.446 -1.389
46 H -4.510 3.180 -1.271
47 H -4.674 2.147 0.151
48 H -1.446 3.891 0.702
49 H -2.844 3.272 1.629
50 H -3.070 4.473 0.364
51 C -3.636 -3.948 -1.602
52 C -2.391 -4.261 -0.762
53 C -2.013 -3.140 0.150
54 N -0.905 -2.486 0.104
55 N -0.808 -1.491 1.075
56 C -1.886 -1.420 1.828
57 N -2.070 -0.528 2.823
58 S -3.084 -2.574 1.404
59 H -3.882 -4.807 -2.224
60 H -3.467 -3.093 -2.259
61 H -4.505 -3.738 -0.974
62 H -1.532 -4.466 -1.398
63 H -2.573 -5.154 -0.161
64 H -1.287 -0.003 3.167
65 H -2.846 -0.635 3.457

Calculated values
Expectation value of S²   6.011
Molar mass   493.5 g mol⁻¹
Max |F|   0.38 eV/A
Charge   +3
Energy above the lowest of the compared OMol25 structures with the same formula, charge and spin   0.0 kJ/mol
Frontier orbital gap (spin up / spin down)   0.349 / 0.206 Ha
Multiplicity   5


What is the formula in the third record?
C15H37N7O18


Which of these has the highest molar mass?
C15H37N7O18